*i*
Computed, not measured: C34H47BN10OPbS6 as an isolated structure, with wB97M-V/def2-TZVPD.

Computed properties:
Frontier orbital gap (spin up / spin down), eV: 5.400 / 6.649
E_HOMO (spin up / spin down), eV: -7.26 / -7.16

```
100
Properties=species:S:1:pos:R:3:mulliken_charge:R:1
Pb -0.132 -0.029 0.058 0.7361
C -0.691 4.534 -2.543 -1.7447
C 0.266 3.393 -2.680 0.4176
C 0.903 3.178 -3.852 -0.7087
C 1.790 2.079 -3.959 -0.0606
N 2.002 1.310 -2.947 -0.5586
N 1.401 1.499 -1.743 0.8390
B 2.015 0.429 -0.689 -1.3879
N 2.920 -0.709 -1.196 0.1388
N 4.049 -0.337 -1.852 0.4570
C 4.908 -1.224 -2.221 -0.1292
C 4.686 -2.613 -1.972 -0.8661
C 3.605 -3.015 -1.273 0.4770
C 3.378 -4.453 -0.936 -1.9589
C 2.689 -2.011 -0.811 1.1983
S 1.410 -2.446 0.222 -0.6035
C 6.239 -0.749 -2.805 2.8765
C 6.030 0.375 -3.822 -1.4720
C 7.021 -1.865 -3.502 -2.3122
C 7.081 -0.224 -1.634 -1.4647
N 2.678 1.226 0.478 0.5290
N 3.721 1.945 0.004 -0.1575
C 4.424 2.698 0.787 0.0628
C 4.131 2.761 2.177 -0.6269
C 3.087 2.069 2.682 0.2694
C 2.739 2.137 4.134 -1.9593
C 2.300 1.265 1.791 0.9189
S 0.940 0.428 2.447 -0.5447
C 5.558 3.512 0.196 2.5027
C 6.889 3.037 0.794 -1.7175
C 5.350 4.997 0.526 -1.8235
C 5.597 3.359 -1.322 -1.5114
C 0.526 2.514 -1.568 0.7185
S -0.342 2.860 -0.127 -0.2389
C 2.541 1.823 -5.248 2.4369
C 3.459 3.019 -5.534 -1.6870
C 3.397 0.566 -5.123 -1.3877
C 1.554 1.640 -6.410 -1.9188
H -0.760 5.090 -3.477 0.4383
H -0.368 5.218 -1.758 0.3576
H -1.686 4.171 -2.284 0.2801
H 0.733 3.833 -4.696 0.4013
H 5.402 -3.355 -2.288 0.3593
H 4.169 -5.076 -1.352 0.3846
H 2.421 -4.791 -1.334 0.3118
H 3.356 -4.592 0.145 0.3679
H 5.423 0.032 -4.659 0.5911
H 6.996 0.702 -4.213 0.5154
H 5.558 1.239 -3.358 -0.1527
H 6.445 -2.304 -4.319 0.4555
H 7.320 -2.658 -2.816 0.4609
H 7.940 -1.453 -3.920 0.4335
H 6.557 0.576 -1.112 -0.1714
H 8.040 0.157 -1.990 0.4104
H 7.277 -1.019 -0.910 0.4512
H 4.731 3.381 2.831 0.3729
H 3.431 2.790 4.665 0.3879
H 2.781 1.145 4.584 0.3737
H 1.727 2.521 4.264 0.3756
H 6.908 3.162 1.878 0.3742
H 7.715 3.613 0.375 0.4730
H 7.059 1.984 0.574 0.2911
H 5.348 5.181 1.602 0.3381
H 4.402 5.354 0.119 0.3678
H 6.156 5.590 0.092 0.4761
H 5.731 2.319 -1.612 -0.3088
H 6.423 3.944 -1.732 0.5366
H 4.667 3.707 -1.774 0.3590
H 4.166 3.165 -4.714 0.1406
H 2.895 3.945 -5.660 0.4127
H 4.026 2.847 -6.449 0.4527
H 4.090 0.681 -4.292 -0.7147
H 3.965 0.403 -6.041 0.7457
H 2.783 -0.313 -4.926 0.2464
H 0.939 2.527 -6.571 0.3170
H 0.890 0.795 -6.221 0.4092
H 2.103 1.450 -7.333 0.4753
S -2.037 0.762 -1.650 -0.1126
C -3.339 1.309 -0.727 1.1923
C -4.496 1.728 -1.451 -0.3885
N -5.430 2.066 -2.036 -0.5215
C -3.333 1.371 0.678 0.2084
S -2.035 0.895 1.652 0.0122
C -4.494 1.856 1.362 -0.2739
N -5.433 2.248 1.903 -0.4989
C -3.417 -3.303 -2.559 -1.0377
N -2.631 -3.084 -1.352 -0.0809
C -2.866 -2.330 -0.291 0.7387
S -1.630 -2.241 0.918 -0.3881
N -3.989 -1.643 -0.091 -0.0089
C -5.220 -1.552 -0.872 -1.1976
H -2.835 -3.944 -3.213 0.3571
H -3.602 -2.362 -3.074 0.3050
H -4.359 -3.799 -2.337 0.3439
H -1.715 -3.502 -1.326 0.2092
H -3.979 -1.145 0.784 0.3037
H -5.035 -1.106 -1.847 0.3694
H -5.904 -0.907 -0.327 0.3626
H -5.682 -2.530 -0.989 0.3738
O -0.483 -1.144 -1.732 -0.8030
```

***

*ii*
Computed, not measured: C34H47BN10OPbS6 as an isolated structure, with wB97M-V/def2-TZVPD.

Computed properties:
Frontier orbital gap (spin up / spin down), eV: 5.250 / 5.374
E_HOMO (spin up / spin down), eV: -6.09 / -6.33

```
100
Properties=species:S:1:pos:R:3:mulliken_charge:R:1
Pb 2.282 -1.142 0.295 1.3852
C 0.239 -2.600 -4.431 -1.5360
C -0.313 -1.568 -3.469 0.1637
C -1.366 -0.760 -3.881 -0.5141
C -1.892 0.217 -3.026 -0.2469
N -1.354 0.344 -1.767 -0.2191
N -0.348 -0.440 -1.348 0.6197
B 0.293 -0.327 0.058 -0.1879
N 1.044 1.093 0.435 0.9495
N 0.029 1.964 0.461 -0.8846
C 0.105 3.288 0.739 -0.5475
C 1.345 3.842 0.978 -0.4594
C 2.470 3.036 1.035 0.4531
C 3.780 3.740 1.377 -1.7700
C 2.361 1.623 0.806 1.3811
S 3.659 0.892 1.020 -0.7941
C -1.167 4.138 0.794 2.4521
C -1.188 5.098 -0.409 -1.6184
C -1.233 4.951 2.108 -1.7372
C -2.416 3.233 0.768 -1.7245
N -0.509 -0.849 1.262 0.8775
N -1.812 -1.047 1.059 -0.7002
C -2.678 -1.385 2.048 -0.7572
C -2.167 -1.571 3.341 -0.4804
C -0.801 -1.392 3.591 0.8200
C -0.292 -1.596 5.003 -1.6070
C 0.045 -1.008 2.520 1.0464
S 1.469 -0.807 2.751 -0.7956
C -4.165 -1.495 1.695 2.3722
C -4.633 -0.134 1.138 -1.2153
C -5.058 -1.851 2.905 -2.1433
C -4.347 -2.578 0.615 -1.5523
C 0.195 -1.382 -2.169 1.0865
S 1.296 -2.161 -1.689 -0.7956
C -3.041 1.105 -3.531 2.1715
C -3.468 2.142 -2.486 -0.9327
C -2.592 1.875 -4.795 -1.7017
C -4.267 0.228 -3.865 -1.5967
H -0.294 -2.589 -5.405 0.3813
H 0.134 -3.615 -3.993 0.3023
H 1.313 -2.394 -4.626 0.2829
H -1.767 -0.888 -4.878 0.3584
H 1.432 4.903 1.172 0.3644
H 3.654 4.835 1.519 0.3444
H 4.511 3.594 0.554 0.3078
H 4.198 3.331 2.320 0.3363
H -0.314 5.783 -0.387 0.3442
H -2.112 5.717 -0.403 0.4236
H -1.155 4.527 -1.362 0.2511
H -0.394 5.672 2.193 0.3354
H -1.201 4.273 2.989 0.3422
H -2.174 5.541 2.154 0.4259
H -2.397 2.576 -0.110 -0.1624
H -3.350 3.834 0.755 0.4827
H -2.437 2.571 1.662 0.3295
H -2.814 -1.839 4.162 0.5417
H -1.105 -1.883 5.703 0.3821
H 0.163 -0.654 5.378 0.3119
H 0.471 -2.402 5.015 0.2803
H -4.503 0.665 1.901 0.3372
H -5.705 -0.170 0.848 0.4482
H -4.045 0.147 0.240 -0.0687
H -4.978 -1.074 3.697 0.4039
H -4.774 -2.836 3.332 0.4321
H -6.126 -1.908 2.601 0.3827
H -3.756 -2.335 -0.295 0.1442
H -5.415 -2.658 0.317 0.4119
H -4.013 -3.566 0.997 0.3863
H -2.619 2.819 -2.264 -0.0219
H -3.821 1.639 -1.564 -0.0180
H -4.303 2.769 -2.868 0.4958
H -1.710 2.512 -4.569 0.3267
H -3.410 2.530 -5.167 0.4277
H -2.319 1.188 -5.623 0.3146
H -4.605 -0.324 -2.962 0.2464
H -4.037 -0.512 -4.659 0.3145
H -5.110 0.855 -4.229 0.4342
S 2.159 -2.451 2.335 -0.0200
C 2.517 -4.149 2.405 0.4248
C 2.038 -4.991 3.446 -0.1626
N 1.664 -5.712 4.283 -0.5853
C 3.277 -4.516 1.375 0.6512
S 3.625 -3.160 0.348 -0.1937
C 3.764 -5.826 1.107 -0.0593
N 4.145 -6.912 0.919 -0.5469
C 6.679 0.086 -1.364 -0.9802
N 5.419 -0.550 -1.669 -0.0189
C 4.871 -1.691 -1.226 0.7482
S 3.329 -2.078 -1.740 -0.9953
N 5.493 -2.538 -0.392 -0.0651
C 6.823 -2.522 0.166 -1.1668
H 6.725 1.032 -1.908 0.3439
H 7.502 -0.553 -1.688 0.2895
H 6.740 0.284 -0.292 0.2795
H 4.803 -0.034 -2.287 0.2498
H 4.929 -3.350 -0.168 0.1411
H 6.945 -1.646 0.806 0.3316
H 7.560 -2.521 -0.639 0.3359
H 6.952 -3.425 0.769 0.3360
O 3.416 -0.127 -0.670 -0.9617
```

***

Compare the structures above. Which one is the least stable? *ii* is.